{
  "formula": "C4H5O5Yb",
  "method": "ωB97M-V with the def2-TZVPD basis set",
  "lumo_energy_ha": [0.012, 0.003],
  "e_homo_ev": [-5.05, -7.97],
  "orbital_gap_ha": [0.1978, 0.2964],
  "multiplicity": 2,
  "de_lowest_ev": 0.000,
  "charge": 0,
  "symbols": ["O", "Yb", "O", "C", "O", "O", "C", "C", "O", "C", "H", "H", "H", "H", "H"],
  "coordinates": [[1.247411, 0.650310, -0.021881], [-0.901724, 1.725407, -0.557119], [0.225880, 1.903780, 1.444156], [1.269222, 1.241561, 1.211447], [1.984011, 0.577109, 2.006908], [-1.474830, -0.619160, 0.827422], [-1.041457, -1.530755, 1.497969], [0.302021, -2.181923, 1.325593], [1.034959, -1.749760, 0.219923], [2.036717, -0.812424, 0.420780], [-1.601574, -1.881788, 2.388726], [0.116680, -3.263475, 1.222649], [0.850938, -2.060722, 2.279097], [2.684841, -0.850114, -0.460856], [2.727753, -1.185038, 1.188953]],
  "atomic_forces_ev_per_a": [[2.1, -1.3, 0.2], [0.0, -0.5, 0.3], [0.4, 2.0, 0.0], [-1.6, -3.9, 2.0], [-0.1, 3.0, 0.5], [0.1, -0.3, 0.0], [0.1, 1.0, 0.1], [0.1, -0.4, 0.4], [0.0, 0.5, -0.1], [0.3, -1.6, -3.3], [0.0, -0.1, -0.3], [0.0, 0.2, 0.0], [-0.1, 0.1, -0.2], [-0.5, 0.3, -0.2], [-0.8, 1.1, 0.6]],
  "mulliken_spin": [-0.1098, 1.1693, -0.0500, 0.0123, 0.0002, -0.0433, 0.0038, 0.0105, 0.0008, 0.0061, 0.0007, 0.0016, -0.0011, -0.0008, -0.0003]
}